# 1
DFT (ωB97M-V/def2-TZVPD) results for C6H5Cl2N2O4Pt as an isolated structure.

XYZ file:
```
20
Properties=species:S:1:pos:R:3:lowdin_charge:R:1
Pt -0.7120 1.8637 0.6863 1.04
O -0.6763 -3.7314 -0.5818 0.17
C 0.5419 -3.2844 -0.3341 -0.48
O 1.5103 -3.9827 -0.2678 0.16
C 0.7055 -1.8058 -0.1122 0.00
C 1.9365 -1.2142 0.1457 0.08
N 1.7505 0.0985 0.3163 0.09
N 0.4516 0.3875 0.1612 -0.15
C -0.2023 -0.7560 -0.0828 -0.10
C -1.6728 -0.5814 -0.3355 -0.51
O -2.3656 -1.5131 -0.6473 0.16
O -2.0906 0.6608 -0.1702 -0.18
H -1.3577 -3.0289 -0.6402 0.09
H 2.9119 -1.6730 0.1879 0.17
H 2.4258 0.8257 0.5082 0.18
Cl 0.5549 2.6816 2.3900 0.02
Cl -2.2696 3.6690 0.4435 0.74
C -0.7088 3.5931 -0.3362 -0.56
H -0.0296 4.3279 0.0814 0.03
H -0.7037 3.4632 -1.4123 0.06
```

Its molar mass is 435.1 g mol⁻¹. The charge is +1. The relative energy (zero: lowest compared OMol25 entry of this formula, charge and spin) is 0.0 kJ/mol. The value obtained for the HOMO energy is -14.0 eV.

***

# 2
DFT (ωB97M-V/def2-TZVPD) results for a 2-piece molecular cluster, C5H6 overall in a non-equilibrium geometry.

XYZ file:
```
11
Properties=species:S:1:pos:R:3:lowdin_charge:R:1
C -0.5562 -2.4604 -0.9834 -0.23
C 0.4974 -1.6731 -0.8451 -0.02
C 0.1434 1.9601 1.3264 -0.09
C -1.5426 -3.2704 -1.0391 0.11
C -0.2002 1.3422 0.2277 -0.12
H 1.1815 -1.7382 -0.0711 0.05
H 0.7079 -0.9725 -1.6700 0.08
H 1.1977 1.9632 1.7157 0.07
H -0.6505 2.3111 1.9970 0.05
H -1.2538 1.4792 -0.0578 0.06
H 0.4752 1.0587 -0.6003 0.04
```

Its molar mass is 66.1 g mol⁻¹. Its spin multiplicity is 3. The relative energy (zero: lowest compared OMol25 entry of this formula, charge and spin) is 137.5 kJ/mol. Its expectation value of S² is 2.021. The value obtained for the HOMO energy (alpha / beta) is -8.5 / -10.5 eV.

***

# 3
DFT (ωB97M-V/def2-TZVPD) results for a 15-piece molecular cluster, H30O15 overall in a non-equilibrium geometry.

XYZ file:
```
45
Properties=species:S:1:pos:R:3:lowdin_charge:R:1
O -8.0605 -1.9203 6.8835 -0.09
H -7.3748 -2.3158 6.3003 0.05
H -7.6608 -1.0495 7.0946 -0.02
O -9.7092 -0.8799 10.5085 -0.02
H -9.2035 -1.5934 10.1718 0.05
H -10.5275 -0.8256 9.9868 0.09
O -6.4819 3.0620 6.7380 -0.05
H -6.5635 3.5115 7.5455 -0.06
H -6.5010 2.1714 7.0622 -0.03
O -11.5602 0.2735 12.2781 -0.03
H -10.7827 -0.1835 12.0262 -0.03
H -12.2204 -0.3281 12.6391 0.07
O -6.6401 0.3155 7.7233 -0.06
H -6.2783 0.3035 6.8221 0.09
H -5.9619 -0.1539 8.2848 0.10
O -9.0244 3.5468 7.8312 -0.06
H -8.4688 4.3174 7.7814 0.03
H -8.7590 3.0116 8.5792 -0.04
O -8.4176 1.7663 12.4212 -0.01
H -8.3003 2.2870 11.6594 -0.02
H -7.5033 1.4960 12.5600 0.03
O -11.1193 2.9977 11.2823 -0.03
H -11.2440 2.1170 11.6781 0.02
H -11.9574 3.3759 11.0558 0.05
O -8.7924 4.4573 10.7231 -0.04
H -9.2013 5.1610 10.1966 0.08
H -9.5128 3.9480 11.0553 -0.02
O -8.8451 -0.9336 13.3657 -0.04
H -8.6780 -0.4901 12.5470 -0.05
H -8.1647 -0.6350 13.9592 0.03
O -11.1232 1.6051 8.0725 -0.02
H -10.6717 2.1533 8.6709 -0.04
H -10.6331 1.4401 7.2986 0.01
O -8.5166 1.6040 9.6503 -0.04
H -8.0268 0.9848 9.1784 -0.01
H -8.9918 0.9132 10.1594 0.04
O -6.5093 3.7292 9.2945 -0.06
H -6.2378 2.9059 9.7051 0.00
H -7.3117 3.9662 9.7714 -0.01
O -5.1339 1.5204 10.2842 -0.01
H -4.6509 1.9072 10.9933 0.05
H -5.6811 0.9884 10.8246 -0.04
O -6.6751 -0.3677 11.3844 -0.01
H -6.4299 -0.3796 12.2895 0.05
H -6.4421 -1.2103 10.9979 0.09
```

Its molar mass is 270.2 g mol⁻¹. The relative energy (zero: lowest compared OMol25 entry of this formula, charge and spin) is 201.4 kJ/mol. The value obtained for the HOMO energy is -9.6 eV.

***

# 4
DFT (ωB97M-V/def2-TZVPD) results for an isolated ion of composition C11H22BrN5PS and charge +1 in a non-equilibrium geometry.

XYZ file:
```
41
Properties=species:S:1:pos:R:3:lowdin_charge:R:1
C 1.2362 5.2440 0.0157 -0.09
C 0.7740 3.8074 0.2502 -0.24
C 0.3245 3.1498 -1.0587 -0.14
C 0.2014 1.6805 -0.9609 -0.28
N 1.1440 0.8842 -1.4316 0.23
C 0.7334 -0.3719 -1.1807 -0.28
N 1.4458 -1.4000 -1.6300 0.11
C 1.1808 -2.8263 -1.5928 -0.11
C 1.5709 -3.5678 -0.3219 -0.47
C 2.6646 -2.9883 0.5119 -0.07
N 1.0533 -4.6807 -0.0140 0.15
N -0.4377 -0.3814 -0.5124 0.04
C -1.3220 -1.3928 0.0385 -0.18
C -1.4558 -1.3367 1.5673 -0.74
C -2.8692 -1.7217 2.0175 -0.13
Br -0.1767 -2.5182 2.4343 0.81
N -0.8152 0.9608 -0.4134 -0.13
P -2.3134 1.6267 0.1952 0.42
S -3.8569 1.1218 -0.8351 0.25
H 0.4041 5.9372 -0.0179 0.08
H 1.8618 5.5407 0.8489 0.08
H 1.8178 5.3140 -0.8938 0.08
H 1.6002 3.2478 0.6806 0.12
H -0.0294 3.8131 0.9802 0.09
H 1.0214 3.3837 -1.8484 0.13
H -0.6262 3.5905 -1.3562 0.12
H 2.2906 -1.1167 -2.0926 0.16
H 0.1567 -3.0425 -1.8752 0.12
H 1.7859 -3.2610 -2.3826 0.14
H 2.6883 -3.4681 1.4778 0.07
H 3.6125 -3.2087 0.0204 0.10
H 2.5896 -1.9104 0.5844 0.06
H 0.3448 -4.9709 -0.6907 0.06
H -2.3100 -1.2143 -0.3729 0.08
H -1.0412 -2.3982 -0.2406 0.11
H -1.1924 -0.3569 1.9316 0.04
H -3.6149 -1.4811 1.2698 0.07
H -3.0790 -1.2187 2.9536 0.09
H -2.9028 -2.7782 2.2431 0.07
H -2.0633 2.9944 0.1442 -0.01
H -2.3966 1.3148 1.5569 0.00
```

Its molar mass is 367.3 g mol⁻¹. The charge is +1. The structure (SMILES) is [H]/N=C(/C)CNc1nc(CCC)[n+]([PH2]=S)n1C[C@@H](C)Br. The value obtained for the HOMO energy is -12.7 eV.

***

# 5
DFT (ωB97M-V/def2-TZVPD) results for a 2-piece molecular cluster, C4H7F5N2 overall in a non-equilibrium geometry.

XYZ file:
```
18
Properties=species:S:1:pos:R:3:lowdin_charge:R:1
C -1.6578 0.4365 1.3334 -0.22
C -1.9291 -0.2961 -0.9093 -0.18
C 0.9885 1.1201 -0.1746 -0.41
C 2.4260 -0.8620 -0.3840 -0.70
N 1.1246 -0.2542 -0.1136 0.16
N -1.7643 0.7518 -0.0064 -0.09
F 1.1292 1.6046 -1.3675 0.16
F 1.3750 2.0209 0.7518 0.11
F 3.4225 -0.0955 0.0342 0.16
F 2.6577 -2.0175 0.1817 0.20
F 2.5577 -0.8798 -1.6872 0.18
H -1.0202 1.0988 1.9630 0.09
H -2.6609 0.3059 1.8078 0.10
H -1.2620 -0.5640 1.5552 0.06
H -0.9762 -0.7706 -1.2625 0.09
H -2.5624 -1.0108 -0.3669 0.09
H -2.3542 0.1851 -1.8324 0.09
H 0.5058 -0.7733 0.4772 0.11
```

Its molar mass is 178.1 g mol⁻¹. The relative energy (zero: lowest compared OMol25 entry of this formula, charge and spin) is 320.3 kJ/mol. The value obtained for the HOMO energy (alpha / beta) is -9.3 / -8.5 eV.

***

# 6
DFT (ωB97M-V/def2-TZVPD) results for C45H39BMgN4OP2S3 as an isolated structure.

XYZ file:
```
96
Properties=species:S:1:pos:R:3:lowdin_charge:R:1
Mg 0.1793 0.4117 1.2211 0.25
C 5.0720 0.3294 4.2637 -0.40
S 4.0229 -1.0770 3.8271 0.85
C 2.6982 -0.3376 2.9603 -1.11
S 1.5642 -1.4521 2.3365 0.57
N 2.7133 0.9763 2.8689 -0.06
N 1.6897 1.4752 2.1343 -0.10
C 1.5776 2.7459 2.0415 -0.07
C 0.4900 3.3003 1.2335 -0.25
C 0.2126 4.6624 1.2494 0.00
C -0.8605 5.1375 0.5192 -0.04
C -1.6261 4.2416 -0.2107 -0.03
C -1.2781 2.9039 -0.1847 -0.10
N -0.2423 2.4380 0.5081 0.05
H 6.0519 -0.0806 4.4989 0.03
H 5.1332 1.0071 3.4182 0.02
H 4.6652 0.8480 5.1281 0.03
H 2.2560 3.4105 2.5713 0.14
H 0.8236 5.3237 1.8491 0.12
H -1.1084 6.1906 0.5266 0.11
H -2.4820 4.5707 -0.7823 0.11
H -1.8701 2.1676 -0.7158 0.10
O 1.7015 -3.7873 -1.1920 -0.47
S 0.7017 -2.7239 -0.9298 0.90
C -0.9186 -3.4785 -1.1164 -0.39
C -0.9904 -4.6936 -1.7789 -0.09
C -2.2311 -5.2088 -2.1160 -0.06
C -3.3761 -4.4787 -1.8263 -0.06
C -3.2905 -3.2893 -1.1192 -0.09
C -2.0583 -2.7976 -0.6886 -0.33
P -1.9143 -1.3835 0.5030 1.09
C -2.5797 -2.1691 2.0281 -0.34
C -3.7846 -2.8744 2.0401 -0.09
C -4.2697 -3.4286 3.2119 -0.07
C -3.5542 -3.2976 4.3945 -0.08
C -2.3510 -2.6134 4.3923 -0.06
C -1.8687 -2.0502 3.2193 -0.11
C -3.2786 -0.3470 -0.1334 -0.38
C -4.3741 0.0603 0.6151 -0.08
C -5.3502 0.8620 0.0345 -0.06
C -5.2406 1.2566 -1.2887 -0.08
C -4.1347 0.8680 -2.0379 -0.09
C -3.1570 0.0768 -1.4604 -0.13
C 0.6692 -1.7530 -2.4773 -0.33
C 0.1604 -2.2996 -3.6494 -0.06
C 0.4312 -1.7057 -4.8693 -0.06
C 1.2461 -0.5845 -4.9242 -0.06
C 1.7387 -0.0293 -3.7564 -0.09
C 1.4283 -0.5773 -2.5116 -0.33
P 2.0169 0.2024 -0.9441 1.09
C 2.2795 1.9537 -1.4177 -0.38
C 3.2929 2.6659 -0.7746 -0.11
C 3.4663 4.0208 -1.0117 -0.07
C 2.6201 4.6893 -1.8839 -0.08
C 1.5925 3.9969 -2.5089 -0.08
C 1.4211 2.6413 -2.2731 -0.12
C 3.7400 -0.4298 -0.9347 -0.34
C 4.0315 -1.5388 -0.1457 -0.11
C 5.2933 -2.1164 -0.1897 -0.06
C 6.2705 -1.5924 -1.0193 -0.08
C 5.9849 -0.4860 -1.8104 -0.08
C 4.7273 0.0913 -1.7724 -0.10
H -0.0676 -5.2002 -2.0354 0.11
H -2.3036 -6.1581 -2.6304 0.11
H -4.3452 -4.8462 -2.1386 0.11
H -4.1954 -2.7363 -0.9018 0.10
H -4.3613 -2.9943 1.1350 0.09
H -5.2112 -3.9628 3.2031 0.10
H -3.9368 -3.7256 5.3120 0.10
H -1.7785 -2.5099 5.3046 0.11
H -0.9295 -1.5201 3.2432 0.02
H -4.4542 -0.2091 1.6602 0.10
H -6.1922 1.1897 0.6296 0.11
H -6.0102 1.8715 -1.7372 0.10
H -4.0356 1.1829 -3.0695 0.10
H -2.2939 -0.2314 -2.0459 0.11
H -0.4341 -3.2015 -3.6137 0.10
H 0.0264 -2.1338 -5.7771 0.11
H 1.4945 -0.1391 -5.8790 0.11
H 2.3679 0.8492 -3.8116 0.10
H 3.9583 2.1527 -0.0897 0.11
H 4.2636 4.5580 -0.5135 0.11
H 2.7564 5.7464 -2.0727 0.10
H 0.9190 4.5148 -3.1800 0.11
H 0.6028 2.1192 -2.7549 0.11
H 3.2760 -1.9577 0.5057 0.03
H 5.5062 -2.9781 0.4290 0.11
H 7.2526 -2.0459 -1.0577 0.10
H 6.7461 -0.0723 -2.4597 0.10
H 4.5212 0.9514 -2.3967 0.10
B -3.6004 1.9891 3.4721 -0.42
C -2.2972 1.3591 2.8809 -0.18
N -1.3320 0.9002 2.4348 0.07
H -4.2154 1.0891 4.0054 0.01
H -4.2177 2.4697 2.5444 0.00
H -3.2528 2.8353 4.2661 0.01
```

Its molar mass is 845.1 g mol⁻¹. The relative energy (zero: lowest compared OMol25 entry of this formula, charge and spin) is 0.0 kJ/mol. The value obtained for the HOMO energy is -7.9 eV.

***

# 7
DFT (ωB97M-V/def2-TZVPD) results for C42H37IIrNO7P4 as an isolated structure in a non-equilibrium geometry.

XYZ file:
```
93
Properties=species:S:1:pos:R:3:lowdin_charge:R:1
Ir -0.3143 0.6461 0.8224 1.27
C 1.3750 -2.3923 -1.7346 -0.31
N 2.8040 -2.1326 -1.6495 -0.17
C 3.1095 -0.7475 -1.3989 -0.26
P 2.2176 0.2555 -0.0409 1.03
C 2.8796 1.8277 -0.7022 -0.39
C 4.0767 2.3979 -0.2886 -0.07
C 4.5541 3.5481 -0.9140 -0.07
C 3.8480 4.1221 -1.9598 -0.08
C 2.6568 3.5446 -2.3891 -0.07
C 2.1771 2.4076 -1.7607 -0.13
C 3.1071 -0.0693 1.5094 -0.37
C 3.2612 0.9564 2.4440 -0.11
C 3.8447 0.6978 3.6755 -0.05
C 4.2679 -0.5855 3.9928 -0.07
C 4.1013 -1.6157 3.0761 -0.08
C 3.5140 -1.3602 1.8443 -0.11
C 3.7439 -3.1776 -1.5027 -0.22
C 5.0227 -2.9816 -0.9681 -0.04
C 5.9180 -4.0395 -0.8487 -0.09
C 5.5729 -5.3199 -1.2484 -0.10
C 4.3140 -5.5178 -1.7995 -0.08
C 3.4200 -4.4669 -1.9379 -0.04
P 0.6769 -2.6225 -0.0325 1.11
C 0.9191 -4.4180 0.2101 -0.38
C 1.6949 -4.7928 1.3059 -0.09
C 1.9660 -6.1344 1.5621 -0.07
C 1.4473 -7.1151 0.7298 -0.08
C 0.6547 -6.7533 -0.3569 -0.08
C 0.3963 -5.4139 -0.6165 -0.10
C -1.1234 -2.4092 -0.3676 -0.45
C -2.2415 -1.7299 1.4150 -0.14
C -3.5794 -1.1844 0.9426 -0.11
C -3.6689 -1.5012 -1.2781 -0.12
C -2.8119 -2.3836 -2.1141 -0.01
C -1.5994 -2.7600 -1.7367 -0.07
H 1.1495 -3.2306 -2.3882 0.07
H 0.8940 -1.5114 -2.1624 0.10
H 2.8769 -0.1586 -2.2869 0.09
H 4.1601 -0.6005 -1.1832 0.09
H 4.6411 1.9581 0.5250 0.10
H 5.4822 3.9949 -0.5741 0.11
H 4.2209 5.0195 -2.4397 0.10
H 2.0992 3.9888 -3.2064 0.11
H 1.2311 1.9739 -2.0777 0.09
H 2.9118 1.9607 2.2374 0.08
H 3.9431 1.5057 4.3915 0.12
H 4.7121 -0.7878 4.9608 0.10
H 4.4184 -2.6237 3.3215 0.10
H 3.3685 -2.1757 1.1535 0.06
H 5.3396 -2.0072 -0.6243 0.10
H 6.8976 -3.8484 -0.4243 0.10
H 6.2702 -6.1430 -1.1410 0.10
H 4.0170 -6.5049 -2.1372 0.10
H 2.4560 -4.6666 -2.3905 0.09
H 2.0932 -4.0241 1.9625 0.09
H 2.5802 -6.4096 2.4119 0.11
H 1.6559 -8.1612 0.9250 0.10
H 0.2406 -7.5163 -1.0054 0.10
H -0.2199 -5.1552 -1.4727 0.10
H -1.9824 -1.5440 2.4489 0.12
H -4.1062 -0.5740 1.6671 0.15
H -4.3454 -0.9812 -1.9452 0.14
H -3.1947 -2.6681 -3.0905 0.12
H -0.9841 -3.3526 -2.4094 0.09
I -2.1188 2.3140 -1.0094 1.08
C -3.5138 0.8444 -0.5350 -0.63
C -4.8290 1.0671 -0.4929 -0.13
C -5.8908 0.0393 -0.2236 -0.07
C -5.7981 -1.2882 -0.0210 -0.01
C -4.4743 -2.0317 -0.0012 -0.28
C -4.3418 -3.5001 0.2346 0.00
C -3.1361 -3.9810 0.5572 -0.01
C -1.9238 -3.1147 0.8426 -0.18
C -1.5439 -0.9764 0.1798 -0.32
C -2.9518 -0.5136 -0.3084 -0.37
H -5.1947 2.0715 -0.6768 0.09
H -6.8904 0.4587 -0.1977 0.10
H -6.7138 -1.8422 0.1722 0.12
H -5.1859 -4.1695 0.0749 0.11
H -3.0004 -5.0539 0.6612 0.11
H -1.2469 -3.6818 1.4754 0.12
O -2.2441 0.5781 3.3538 -0.15
P -0.8017 1.2443 3.6575 0.21
O -0.6479 1.5989 5.0635 -0.24
O 0.2308 0.3622 2.9197 -0.41
O -0.9612 2.5531 2.6573 -0.34
P 0.3010 3.4005 2.0297 0.21
O -0.4224 4.7474 1.5944 -0.10
O 1.3699 3.6399 2.9931 -0.23
O 0.6157 2.5796 0.7396 -0.55
H -2.8459 0.8103 4.0799 0.10
H -1.1060 4.6066 0.9236 0.04
```

Its molar mass is 1110.8 g mol⁻¹. Its spin multiplicity is 5. The relative energy (zero: lowest compared OMol25 entry of this formula, charge and spin) is 475.0 kJ/mol. Its expectation value of S² is 6.013. The value obtained for the HOMO energy (alpha / beta) is -7.4 / -7.9 eV.